Below is the ion CH4N3O2 with charge -1 in a non-equilibrium geometry, with properties calculated with wB97M-V/def2-TZVPD.

Summary:
* calculated total energy: -9663.8376 eV
* energy relative to the best compared isomer or geometry (same formula, charge and spin): 3.083 eV
* SMILES: CNN=[N+]([O-])[O-]
* frontier orbital gap: 7.51 eV
* HOMO: -3.17 eV
* net charge: -1
* lowest unoccupied orbital energy: 4.3 eV
* max |F|: 3.72 eV Å⁻¹

```
10
Properties=species:S:1:pos:R:3:mulliken_charge:R:1
C 0.33949 0.30501 0.06430 -0.69
N -0.86534 0.03120 -0.86512 -0.30
N -1.95494 0.75070 -0.35615 -0.66
N -2.93596 0.03039 0.01210 1.17
O -2.88165 -1.24324 -0.07862 -0.80
O -3.94165 0.61126 0.41646 -0.80
H 1.27438 -0.20682 -0.26349 0.31
H 0.38173 1.38961 -0.05936 0.23
H 0.02132 0.11460 1.15342 0.23
H -0.93789 -1.05115 -0.86601 0.30
```